# 1
The following is a quantum chemistry calculation of a molecular structure, C29H27ClFIrN3O4, from OMol25.

Output
F_max in eV/Å: 0.85
ΔE to the lowest compared entry with this formula, charge and spin in kJ/mol: 0.0
Molar mass in g mol⁻¹: 728.22
Gap between HOMO and LUMO (spin up / spin down) in Ha: 0.22362 / 0.22530
Total energy in Ha: -2250.66972
Net charge: +1

Each line ends with the Löwdin charge.
Element x y z (Å)
Ir: -0.722 0.167 -0.392  1.397
C: 2.610 -0.903 -3.524  -0.044
C: 2.967 -0.139 -2.245  -0.372
C: 4.327 0.547 -2.373  -0.046
C: 2.905 -1.077 -1.053  -0.145
C: 3.756 -2.172 -0.989  -0.013
C: 3.636 -3.113 0.021  -0.031
C: 2.630 -3.002 0.967  -0.006
C: 1.742 -1.933 0.950  -0.140
C: 0.670 -1.803 2.015  -0.392
C: -0.031 -3.129 2.302  -0.047
C: 1.247 -1.187 3.293  -0.041
C: 1.940 -0.970 -0.046  -0.187
N: 1.082 0.199 -0.047  -0.093
C: 1.705 1.425 0.265  -0.207
C: 2.981 1.560 0.812  0.018
C: 3.460 2.828 1.095  -0.034
C: 2.677 3.952 0.848  -0.029
C: 1.396 3.831 0.319  0.025
C: 0.950 2.564 0.056  -0.191
F: -0.331 2.343 -0.390  -0.049
H: 2.594 -0.223 -4.377  0.086
H: 1.629 -1.373 -3.441  0.085
H: 3.342 -1.685 -3.730  0.084
H: 2.207 0.637 -2.123  0.116
H: 5.117 -0.182 -2.560  0.084
H: 4.589 1.098 -1.468  0.069
H: 4.321 1.249 -3.208  0.087
H: 4.510 -2.302 -1.754  0.121
H: 4.320 -3.950 0.061  0.116
H: 2.536 -3.758 1.735  0.119
H: -0.085 -1.108 1.634  0.073
H: 0.639 -3.849 2.773  0.081
H: -0.417 -3.583 1.388  0.079
H: -0.863 -2.968 2.990  0.088
H: 2.077 -1.786 3.673  0.091
H: 0.485 -1.137 4.071  0.085
H: 1.622 -0.175 3.118  0.071
H: 3.572 0.676 1.003  0.137
H: 4.450 2.944 1.513  0.122
H: 3.056 4.935 1.092  0.122
H: 0.766 4.688 0.124  0.133
O: -4.481 -4.155 -0.715  0.158
C: -5.120 -3.055 -0.354  -0.487
O: -6.272 -3.046 -0.027  0.117
C: -4.331 -1.775 -0.367  -0.014
C: -4.855 -0.500 -0.108  -0.545
Cl: -6.425 -0.066 0.300  0.908
N: -3.863 0.405 -0.149  -0.039
N: -2.698 -0.228 -0.464  -0.076
C: -2.987 -1.538 -0.573  -0.104
C: -1.796 -2.407 -0.859  -0.511
O: -1.896 -3.595 -1.067  0.128
O: -0.667 -1.751 -0.872  -0.143
C: -3.909 1.831 -0.003  -0.208
C: -4.849 2.573 -0.701  -0.024
C: -4.851 3.951 -0.554  -0.046
C: -3.923 4.573 0.268  -0.054
C: -2.992 3.816 0.965  -0.064
C: -2.987 2.436 0.839  -0.049
H: -3.524 -4.017 -0.908  0.071
H: -5.549 2.093 -1.370  0.112
H: -5.579 4.539 -1.095  0.118
H: -3.927 5.650 0.367  0.115
H: -2.281 4.295 1.624  0.114
H: -2.304 1.836 1.426  0.101

=====

# 2
The following is a quantum chemistry calculation of a molecular structure, C29H27N5O3SScTe, from OMol25.

Output
F_max in eV/Å: 0.64
ΔE to the lowest compared entry with this formula, charge and spin in kJ/mol: 67.4
Molar mass in g mol⁻¹: 698.19
Gap between HOMO and LUMO in Ha: 0.24093
Total energy in Ha: -3047.74988
Net charge: +1

Each line ends with the Löwdin charge.
Element x y z (Å)
Sc: -0.613 -0.230 0.597  0.802
C: -3.954 -0.911 0.495  -0.088
N: -2.746 -1.590 0.980  -0.079
C: -2.558 -2.950 0.465  -0.093
C: -1.461 -2.997 -0.553  -0.282
N: -0.798 -1.933 -0.936  0.092
C: 0.133 -2.395 -1.872  -0.203
C: 1.101 -1.703 -2.595  -0.002
C: 1.887 -2.437 -3.457  -0.066
C: 1.724 -3.826 -3.605  -0.068
C: 0.767 -4.522 -2.895  -0.004
C: -0.017 -3.769 -2.030  -0.171
N: -1.051 -4.127 -1.169  0.189
C: -3.607 0.218 -0.422  -0.294
N: -2.393 0.694 -0.537  0.059
C: -2.501 1.779 -1.416  -0.199
C: -1.524 2.646 -1.890  -0.022
C: -1.932 3.648 -2.747  -0.063
C: -3.275 3.778 -3.134  -0.063
C: -4.252 2.918 -2.676  -0.006
C: -3.830 1.921 -1.805  -0.171
N: -4.516 0.902 -1.152  0.186
H: -4.515 -0.513 1.348  0.147
H: -4.621 -1.613 -0.019  0.131
H: -2.706 -1.586 1.990  0.112
H: -3.483 -3.325 0.006  0.133
H: -2.319 -3.632 1.286  0.144
H: 1.238 -0.635 -2.491  0.117
H: 2.648 -1.933 -4.036  0.109
H: 2.364 -4.358 -4.294  0.109
H: 0.640 -5.588 -3.014  0.116
H: -1.409 -5.052 -1.004  0.175
H: -0.494 2.573 -1.584  0.084
H: -1.200 4.353 -3.113  0.106
H: -3.552 4.575 -3.809  0.109
H: -5.283 3.024 -2.980  0.114
H: -5.503 0.717 -1.190  0.173
C: 6.256 -0.353 0.915  -0.051
O: 5.743 -0.492 2.235  -0.048
C: 4.420 -0.599 2.403  -0.256
C: 4.007 -0.659 3.757  0.018
C: 2.682 -0.749 4.038  0.001
C: 1.688 -0.796 3.014  -0.121
C: 0.321 -0.873 3.372  -0.372
C: -0.128 -0.817 4.803  0.012
O: -0.611 -0.994 2.509  -0.170
C: 2.135 -0.740 1.659  -0.307
O: 1.291 -0.740 0.658  -0.177
C: 3.505 -0.651 1.366  0.072
H: 7.324 -0.192 1.030  0.099
H: 5.802 0.508 0.421  0.099
H: 6.076 -1.264 0.341  0.100
H: 4.756 -0.623 4.532  0.126
H: 2.375 -0.785 5.072  0.115
H: 0.309 -1.625 5.387  0.099
H: -1.211 -0.882 4.846  0.091
H: 0.191 0.126 5.246  0.106
H: 3.791 -0.614 0.327  0.118
Te: -0.293 2.268 1.945  0.897
C: -0.048 3.811 0.574  -1.080
C: 0.931 3.927 -0.377  -0.289
C: 0.840 5.133 -1.122  -0.201
C: -0.203 5.912 -0.716  -0.427
S: -1.072 5.175 0.551  0.941
H: 1.695 3.177 -0.522  0.100
H: 1.524 5.413 -1.908  0.103
H: -0.486 6.878 -1.098  0.068

=====

# 3
The following is a quantum chemistry calculation of 2 unconnected molecules or ions with the total composition C29H27NO6S2 at a distorted geometry, from OMol25.

Output
F_max in eV/Å: 1.50
ΔE to the lowest compared entry with this formula, charge and spin in kJ/mol: 75.7
Molar mass in g mol⁻¹: 549.67
Gap between HOMO and LUMO in Ha: 0.26097
Total energy in Ha: -2423.71137

Each line ends with the Löwdin charge.
Element x y z (Å)
C: 5.139 1.199 -3.683  -0.060
O: 4.729 2.410 -3.033  -0.085
C: 3.563 2.470 -2.340  -0.248
C: 3.280 3.678 -1.650  0.007
C: 2.211 3.744 -0.787  -0.010
C: 1.399 2.615 -0.533  -0.210
C: 0.366 2.663 0.478  -0.013
C: -0.096 1.553 1.134  -0.307
S: -1.670 1.601 1.938  0.704
C: -2.886 1.805 0.644  -0.266
C: -3.332 3.080 0.289  -0.045
C: -4.274 3.207 -0.737  -0.071
C: -4.758 2.073 -1.393  -0.079
C: -4.312 0.801 -1.022  -0.068
C: -3.365 0.665 -0.004  -0.047
O: -1.958 0.279 2.458  -0.301
O: -1.700 2.757 2.803  -0.285
S: 0.792 -0.013 1.225  0.706
C: 0.523 -0.664 2.870  -0.308
C: 0.021 -1.954 3.022  -0.057
C: -0.199 -2.451 4.308  -0.065
C: 0.101 -1.663 5.424  -0.072
C: 0.672 -0.396 5.253  -0.065
C: 0.912 0.096 3.969  -0.060
O: 0.115 -0.938 0.338  -0.320
O: 2.209 0.240 1.103  -0.279
C: 1.598 1.478 -1.338  -0.032
C: 2.650 1.394 -2.228  0.007
H: 6.103 1.449 -4.119  0.091
H: 5.254 0.381 -2.970  0.097
H: 4.436 0.919 -4.468  0.092
H: 3.962 4.522 -1.789  0.119
H: 1.996 4.680 -0.252  0.089
H: -0.050 3.630 0.741  0.101
H: -2.938 3.951 0.814  0.106
H: -4.620 4.203 -1.015  0.106
H: -5.482 2.178 -2.198  0.103
H: -4.689 -0.095 -1.518  0.108
H: -2.991 -0.316 0.289  0.117
H: -0.214 -2.553 2.144  0.116
H: -0.616 -3.455 4.422  0.108
H: -0.103 -2.039 6.430  0.105
H: 0.937 0.216 6.117  0.107
H: 1.388 1.061 3.810  0.121
H: 0.876 0.661 -1.315  0.110
H: 2.789 0.474 -2.799  0.115
C: -0.009 4.999 3.992  -0.024
C: -0.208 5.436 2.567  -0.490
C: 0.973 5.573 1.752  -0.093
N: 1.021 6.620 0.810  -0.056
C: -0.096 6.983 0.077  -0.002
C: 0.009 7.819 -1.019  -0.044
C: 1.236 8.377 -1.371  -0.072
C: 2.326 8.139 -0.527  -0.058
C: 2.200 7.311 0.574  -0.033
O: -1.349 5.723 2.152  -0.029
H: 0.986 4.582 4.181  0.078
H: -0.162 5.854 4.660  0.091
H: -0.773 4.265 4.239  0.061
H: 1.931 5.351 2.225  0.111
H: -1.032 6.557 0.401  0.110
H: -0.891 7.977 -1.610  0.115
H: 1.351 8.955 -2.285  0.107
H: 3.309 8.556 -0.749  0.112
H: 3.016 7.105 1.265  0.131